{
  "formula": "C44H43BFeNO2P2",
  "method": "the ωB97M-V functional and the def2-TZVPD basis",
  "elements": ["Fe", "C", "P", "C", "C", "C", "C", "C", "C", "C", "C", "C", "C", "C", "C", "C", "C", "C", "C", "C", "P", "C", "C", "C", "C", "C", "C", "C", "C", "C", "C", "C", "C", "N", "H", "H", "H", "H", "H", "H", "H", "H", "H", "H", "H", "H", "H", "H", "H", "H", "H", "H", "H", "H", "H", "H", "H", "H", "H", "H", "C", "C", "C", "O", "B", "O", "C", "C", "C", "H", "H", "H", "H", "H", "H", "H", "H", "H", "H", "H", "H", "C", "C", "C", "C", "C", "C", "C", "C", "H", "H", "H", "H", "H"],
  "coordinates": [[1.055, 0.091, 0.473], [-1.979, 0.651, -0.384], [-0.995, 0.991, 1.162], [-1.932, 0.040, 2.434], [-2.172, 0.597, 3.690], [-2.804, -0.137, 4.685], [-3.204, -1.443, 4.440], [-2.947, -2.014, 3.201], [-2.306, -1.288, 2.209], [-1.429, 2.710, 1.608], [-2.733, 3.203, 1.616], [-2.984, 4.516, 1.980], [-1.929, 5.348, 2.344], [-0.629, 4.866, 2.341], [-0.381, 3.551, 1.970], [-1.563, -0.727, -0.829], [-2.261, -1.831, -1.285], [-1.355, -2.930, -1.221], [-0.162, -2.420, -0.739], [1.152, -3.039, -0.368], [1.816, -2.095, 1.086], [3.521, -2.763, 1.216], [3.968, -3.565, 2.262], [5.292, -3.985, 2.313], [6.181, -3.610, 1.318], [5.746, -2.801, 0.276], [4.430, -2.372, 0.230], [0.982, -2.843, 2.540], [0.580, -4.175, 2.623], [-0.025, -4.660, 3.772], [-0.221, -3.818, 4.863], [0.178, -2.493, 4.793], [0.763, -2.007, 3.632], [-0.288, -1.086, -0.521], [-1.703, 1.429, -1.103], [-3.054, 0.716, -0.206], [-1.875, 1.619, 3.895], [-2.985, 0.317, 5.651], [-3.696, -2.018, 5.215], [-3.231, -3.041, 3.005], [-2.098, -1.765, 1.259], [-3.557, 2.549, 1.352], [-3.999, 4.893, 1.985], [-2.127, 6.373, 2.632], [0.197, 5.504, 2.629], [0.632, 3.164, 1.963], [-3.301, -1.865, -1.573], [-1.563, -3.957, -1.483], [1.906, -2.910, -1.154], [1.072, -4.109, -0.173], [3.285, -3.864, 3.047], [5.626, -4.605, 3.136], [7.213, -3.937, 1.361], [6.437, -2.487, -0.496], [4.109, -1.707, -0.566], [0.744, -4.845, 1.788], [-0.341, -5.695, 3.822], [-0.698, -4.197, 5.759], [0.009, -1.827, 5.629], [1.046, -0.962, 3.558], [3.809, -1.027, -4.124], [2.834, -0.152, -3.355], [1.423, -0.717, -3.463], [3.214, -0.158, -1.967], [2.855, 1.090, -1.434], [2.536, 1.982, -2.460], [2.899, 1.364, -3.701], [4.311, 1.829, -4.044], [1.923, 1.811, -4.775], [3.699, -2.064, -3.800], [4.840, -0.723, -3.951], [3.602, -0.985, -5.196], [1.402, -1.721, -3.040], [1.095, -0.774, -4.502], [0.711, -0.118, -2.894], [5.020, 1.495, -3.285], [4.321, 2.920, -4.060], [4.635, 1.461, -5.019], [0.895, 1.633, -4.466], [2.108, 1.280, -5.712], [2.045, 2.880, -4.958], [2.754, 1.418, 0.018], [3.102, 2.068, 1.035], [3.382, 2.752, 2.191], [3.970, 2.104, 3.327], [4.219, 2.798, 4.486], [3.922, 4.162, 4.604], [3.363, 4.818, 3.498], [3.099, 4.154, 2.328], [4.204, 1.049, 3.255], [4.654, 2.273, 5.330], [4.123, 4.695, 5.523], [3.137, 5.877, 3.568], [2.672, 4.676, 1.479]],
  "total_charge": -1,
  "lumo_energy_ev": [2.614, 2.612],
  "homo_ha": [-0.06998, -0.13445],
  "multiplicity": 5,
  "orbital_gap_ev": [4.5, 6.3]
}

---

{
  "formula": "C44H43BiF8N4O3S2Te",
  "method": "the ωB97M-V functional and the def2-TZVPD basis",
  "elements": ["Bi", "F", "C", "F", "F", "C", "C", "C", "C", "N", "C", "S", "H", "H", "H", "C", "C", "N", "C", "C", "C", "S", "N", "C", "O", "C", "C", "C", "C", "C", "C", "H", "H", "H", "H", "H", "H", "H", "H", "H", "H", "H", "H", "H", "H", "H", "C", "C", "O", "N", "Te", "C", "C", "C", "C", "C", "C", "C", "C", "C", "C", "C", "C", "C", "C", "C", "C", "C", "C", "H", "H", "H", "H", "H", "H", "H", "H", "H", "H", "H", "H", "H", "H", "H", "H", "H", "H", "H", "H", "H", "H", "H", "H", "H", "F", "C", "C", "F", "C", "F", "C", "O", "C", "F", "C", "F"],
  "coordinates": [[-1.086, 1.115, 1.177], [2.078, 1.808, 4.492], [1.976, 0.770, 5.339], [1.069, 1.099, 6.273], [3.169, 0.706, 5.986], [1.663, -0.531, 4.650], [2.579, -1.566, 4.735], [2.318, -2.768, 4.098], [1.120, -2.881, 3.413], [0.221, -1.907, 3.351], [0.465, -0.728, 3.926], [-0.753, 0.531, 3.785], [3.497, -1.425, 5.289], [3.023, -3.588, 4.127], [0.858, -3.788, 2.877], [-4.160, 4.939, -1.760], [-4.903, 3.659, -2.112], [-4.726, 2.636, -1.086], [-5.790, 2.536, -0.094], [-6.910, 1.607, -0.537], [-3.633, 1.851, -1.112], [-3.493, 0.600, 0.127], [-2.844, 1.977, -2.153], [-1.596, 1.501, -2.272], [-0.745, 1.449, -1.374], [-1.198, 1.097, -3.662], [0.054, 0.523, -3.860], [0.443, 0.124, -5.129], [-0.412, 0.304, -6.208], [-1.659, 0.882, -6.015], [-2.052, 1.275, -4.745], [-4.323, 5.700, -2.526], [-3.090, 4.741, -1.690], [-4.497, 5.336, -0.801], [-4.550, 3.262, -3.063], [-5.975, 3.846, -2.197], [-6.169, 3.547, 0.069], [-5.365, 2.192, 0.842], [-7.333, 1.918, -1.495], [-7.709, 1.604, 0.205], [-6.532, 0.589, -0.639], [0.710, 0.402, -3.007], [1.415, -0.328, -5.278], [-0.106, -0.007, -7.200], [-2.327, 1.026, -6.856], [-3.022, 1.722, -4.576], [-2.407, -2.214, 1.642], [-1.053, -2.132, 0.971], [-0.459, -3.219, 0.711], [-0.558, -0.954, 0.628], [1.340, -1.899, -0.487], [2.882, -3.399, -0.235], [2.627, -4.651, -0.808], [1.341, -4.955, -1.534], [3.587, -5.654, -0.695], [4.778, -5.453, -0.015], [5.808, -6.545, 0.097], [4.993, -4.216, 0.577], [4.063, -3.185, 0.488], [4.362, -1.882, 1.177], [2.680, -0.270, -0.930], [3.360, -0.299, -2.158], [3.319, -1.488, -3.083], [4.145, 0.790, -2.528], [4.272, 1.908, -1.718], [5.104, 3.089, -2.141], [3.623, 1.902, -0.493], [2.847, 0.826, -0.074], [2.303, 0.877, 1.329], [-2.555, -3.225, 2.014], [-3.188, -1.978, 0.918], [-2.461, -1.507, 2.470], [0.471, -4.683, -0.934], [1.280, -6.020, -1.760], [1.278, -4.403, -2.475], [3.386, -6.623, -1.142], [5.461, -7.463, -0.377], [6.032, -6.769, 1.142], [6.745, -6.252, -0.381], [5.909, -4.045, 1.135], [5.153, -2.014, 1.916], [3.476, -1.505, 1.689], [4.681, -1.118, 0.466], [2.310, -1.892, -3.188], [3.945, -2.297, -2.697], [3.689, -1.215, -4.072], [4.657, 0.765, -3.485], [5.442, 2.983, -3.171], [5.986, 3.194, -1.505], [4.533, 4.016, -2.063], [3.726, 2.757, 0.170], [1.863, 1.851, 1.551], [3.114, 0.736, 2.049], [1.570, 0.096, 1.528], [-7.521, 4.050, 3.587], [-6.248, 3.710, 3.310], [-5.775, 2.442, 3.599], [-6.602, 1.545, 4.158], [-4.470, 2.094, 3.310], [-4.065, 0.848, 3.598], [-3.554, 2.988, 2.716], [-2.329, 2.685, 2.455], [-4.083, 4.265, 2.437], [-3.294, 5.180, 1.846], [-5.385, 4.620, 2.727], [-5.831, 5.851, 2.421]],
  "total_charge": -1,
  "lumo_energy_ev": [2.096, 1.407],
  "homo_ha": [-0.16070, -0.19426],
  "multiplicity": 2,
  "orbital_gap_ev": [6.5, 6.7]
}

---

| no. | E (eV) |
| --- | --- |
| 1 | -105555.715 |
| 2 | -114975.089 |